1.
Entry from OMol25: a structure of composition C27H55FGaO6S (ωB97M-V/def2-TZVPD).

The geometry in XYZ format:
```
91
Properties=species:S:1:pos:R:3:forces:R:3
C -3.1773 -0.1129 0.0363 -1.1 -0.4 -1.0
H 2.4844 -3.7974 0.1258 0.0 0.0 -0.1
H 5.7843 -1.4025 0.4933 0.0 0.0 0.0
H -3.5167 -1.2255 -2.6683 0.5 0.1 -0.1
C 4.0999 -2.1572 1.6133 0.0 0.0 -0.1
H 5.3869 -2.1003 8.3678 0.0 0.0 0.0
H -7.8604 -5.4756 3.4702 0.0 -0.1 0.0
H -1.9556 4.9041 -5.0986 -0.1 -0.4 0.0
H 0.3985 3.8862 -4.8383 0.0 -0.1 0.0
C 1.4068 3.5420 -4.6029 0.2 0.3 -0.2
C 2.9178 5.4973 -6.2598 0.0 0.0 0.1
H -5.0316 1.7288 -1.8272 0.2 -0.2 -0.2
H 2.3318 5.9277 -5.4399 0.1 0.0 0.1
H 3.6352 -3.1176 1.8667 0.1 -0.1 -0.1
C 2.1776 3.2402 -5.8746 0.0 0.0 0.2
C 5.3016 -2.3590 0.7038 0.0 0.0 -0.1
C -3.7028 -1.4959 0.2885 1.1 0.0 -0.4
C 4.3566 5.2635 -5.8281 0.0 -0.1 0.0
H -7.3757 -6.9426 2.6204 0.0 0.0 0.0
H -2.4033 -2.7950 -0.8450 1.2 1.0 0.6
H 4.8053 6.1969 -5.4831 0.0 0.0 0.0
O 3.1356 -1.2685 1.0937 0.1 0.2 0.2
H -7.3041 -3.3497 3.6247 0.0 0.0 0.1
H 4.9464 4.8767 -6.6618 0.0 0.0 0.0
C -4.2899 1.6097 -2.6315 0.3 0.5 -0.1
O -0.6424 -0.3131 -3.9722 -0.1 1.2 -0.9
H -2.2255 0.0038 0.5546 -0.3 0.1 -0.1
H 4.4253 4.5401 -5.0150 0.0 0.1 0.1
C 6.9155 -0.9587 7.3592 -0.1 0.1 0.0
C -3.7995 3.9454 -1.8907 -0.2 -0.1 0.5
H -4.6576 -3.5764 5.1670 0.0 0.0 0.0
H -7.7394 -5.4602 1.7145 0.0 0.0 0.0
O 2.2787 4.3448 -6.7676 0.0 0.0 -0.3
O 6.9213 -1.7003 6.1541 0.2 -0.2 0.0
C -2.4713 4.5989 -4.1852 0.3 1.0 -0.2
H 5.0185 -2.8000 -0.2524 0.0 -0.1 0.0
H -3.4139 5.9816 -1.2992 -0.1 -0.4 0.1
H 1.3348 2.6531 -3.9891 0.0 0.0 0.0
H -5.9935 -4.7098 5.3388 -0.1 0.0 0.0
H -3.9413 0.5978 0.3812 0.4 0.2 -0.1
C 1.8138 -2.9662 -0.1085 0.1 -0.1 0.2
H 6.0283 -3.0237 1.1762 0.0 0.0 0.0
H 1.3519 -3.1696 -1.0747 0.0 0.1 0.0
H 7.1721 0.0883 7.1617 -0.1 0.0 0.0
H 6.0887 -2.0099 4.3443 0.1 -0.1 0.1
C -3.2860 5.2063 -2.0570 0.3 1.4 0.3
H 5.8850 0.8045 5.5332 -0.1 0.0 0.0
H 7.7252 -1.3653 7.9674 0.0 -0.1 -0.1
C -2.7939 2.3302 -5.1802 -0.2 0.5 1.0
H -4.7511 -1.6867 0.5556 0.5 0.4 1.4
Ga -3.0067 0.1424 -2.0046 -1.7 -0.2 0.4
H -4.3290 3.7539 -0.9558 0.0 -0.2 -0.3
O 0.0749 -0.1899 -1.7311 0.2 1.0 0.6
H 4.7694 -0.6568 7.5731 0.0 0.1 0.0
H -5.9412 -2.2557 3.5029 0.1 -0.1 -0.1
C -3.6680 2.9601 -2.8716 -0.5 0.0 0.4
S -0.7859 0.4104 -2.7289 0.3 -2.1 0.3
H -2.6257 -3.2134 0.9803 -1.2 -1.0 -0.7
H -3.2494 1.3800 -4.8887 0.2 0.0 -0.4
C 5.9367 -1.3457 5.1958 -0.1 0.1 -0.1
C -2.8546 -2.5680 0.1253 -0.4 -0.2 0.1
H 5.6873 -0.5000 9.0704 0.0 0.0 0.0
C 6.0357 0.0934 4.7195 0.1 0.1 0.1
H -5.2923 -5.8572 1.8422 0.1 0.2 0.0
O -5.6129 -4.0520 2.6634 0.1 0.1 -0.2
H 1.0339 -2.9483 0.6548 0.0 0.0 -0.1
H -3.3004 2.7427 -6.0620 0.3 -0.3 0.0
H 4.4380 -1.7206 2.5557 -0.1 0.1 0.0
F -0.2878 1.9667 -2.9106 -0.1 -0.6 0.0
C -5.7414 -3.6774 5.0904 0.1 -0.1 0.0
H -5.3457 -5.8801 3.5930 -0.1 0.0 0.0
C -5.8213 -5.4492 2.7040 0.0 -0.1 0.0
H 7.0227 0.2866 4.2946 0.0 0.0 0.0
C -7.2842 -5.8551 2.6246 -0.1 0.1 0.0
H 1.8307 -0.8524 -0.3945 0.1 0.0 0.1
C 5.6131 -1.0581 8.1357 -0.1 0.0 -0.1
H 2.9044 6.2312 -7.0680 -0.1 -0.1 -0.1
H 1.8889 4.3215 -4.0084 0.0 0.0 0.0
C -2.6169 5.5739 -3.2131 0.0 -0.4 -0.1
H -2.2203 6.5744 -3.3670 -0.1 -0.1 0.1
H 3.2982 -1.6279 -0.9448 0.0 -0.1 0.0
H 4.9350 -1.5616 5.5824 0.0 0.1 0.0
C -2.9801 3.3276 -4.0287 0.0 -1.1 -0.9
H 5.2800 0.2931 3.9585 0.0 0.0 0.0
H -4.8224 1.2544 -3.5233 0.2 0.0 0.2
C -6.2112 -3.2944 3.6966 -0.1 0.0 0.1
H -1.7198 2.1858 -5.3414 -0.3 -0.1 -0.3
H 3.1756 2.8511 -5.6425 0.0 0.0 0.0
H -6.2065 -3.0310 5.8364 0.0 0.0 0.0
H 1.6611 2.4538 -6.4260 0.0 0.1 -0.1
C 2.5435 -1.6365 -0.1503 -0.1 0.0 -0.1
```
Forces are in eV/Å.

## Properties
**Net charge**: -1
**HOMO**: -4.08 eV

Löwdin atomic charge list, values in e, 5 entries: number 1, C, carries -0.262; number 2, H, carries 0.059; number 3, H, carries 0.079; number 4, H, carries -0.017; number 5, C, carries -0.293

---

2.
Entry from OMol25: an isolated molecule of C4H5NO3 (ωB97M-V/def2-TZVPD).

The geometry in XYZ format:
```
13
Properties=species:S:1:pos:R:3:forces:R:3
H -1.2020 -1.7020 -0.5929 0.6 0.1 -0.9
H 1.1086 2.6689 0.2375 0.8 0.7 0.4
N -1.1301 -0.9305 1.6065 1.9 -0.5 0.5
O 1.4682 0.8257 -2.1780 -1.8 -5.4 -1.0
C 0.0228 -0.2899 -0.5907 -3.2 -4.6 2.8
C 0.7926 1.6748 0.1332 1.9 -4.9 -2.4
O -0.5955 -1.3612 -1.3020 0.7 1.3 1.5
O 0.3323 0.9436 1.2001 0.3 5.5 1.6
H 1.1530 -0.1937 -2.5951 1.7 4.6 0.9
C 0.9401 0.6054 -0.9305 0.6 7.4 0.0
H -2.0732 -0.5544 1.9195 2.2 -0.5 -0.3
C -0.2285 -0.0821 0.7794 -3.7 -6.0 -1.1
H -0.5882 -1.6046 2.3131 -2.0 2.3 -2.0
```
Forces are in eV/Å.

## Properties
**Energy above the lowest of the compared OMol25 structures with the same formula, charge and spin**: 103.29 kcal/mol
**HOMO**: -7.79 eV

Löwdin atomic charge list, values in e, 5 entries: number 1, H, carries 0.103; number 2, H, carries 0.094; number 3, N, carries 0.058; number 4, O, carries 0.012; number 5, C, carries -0.224

---

3.
Entry from OMol25: a structure of composition C34H44HgN4O (ωB97M-V/def2-TZVPD).

The geometry in XYZ format:
```
84
Properties=species:S:1:pos:R:3:forces:R:3
H 2.5140 2.3297 0.4167 -0.2 0.1 0.2
C -5.0954 -2.0852 -0.1751 0.2 0.3 -0.3
Hg -0.6201 -0.7956 -0.1678 0.6 1.1 0.1
H 3.2955 -0.0968 0.8696 -0.2 -0.1 0.2
H 4.6636 -0.9483 -4.1416 -0.1 0.0 0.1
O 1.4335 -2.3420 -0.8615 0.9 -1.2 0.2
C 2.7554 -0.3893 1.7874 0.8 -0.3 -0.1
C -4.0837 -1.6497 -1.0382 -0.4 -0.2 0.5
H 0.8494 -2.6777 2.0819 -0.2 0.0 0.1
H 4.1216 -3.7398 -1.4496 -0.1 0.0 0.2
H -0.6653 3.6976 2.2625 -0.1 0.0 -0.1
C -2.3023 -0.0236 2.5722 -0.5 -0.1 0.0
H -3.0335 0.7341 2.2507 0.1 -0.2 0.1
H -4.7225 2.5844 -1.4377 0.2 -0.1 0.2
H -4.0158 1.3721 -3.4795 -0.1 -0.2 0.0
C 1.6558 0.6081 -4.2563 0.8 -0.8 0.2
H 5.0072 -3.6725 1.0103 -0.1 0.0 0.0
C 0.3866 1.4612 -2.3199 0.9 1.0 0.4
H -7.6784 -2.3611 0.8077 0.0 0.1 0.1
C 4.0348 -4.0767 0.7010 0.3 -0.1 0.0
C -0.9236 0.3249 2.1297 0.7 1.2 0.0
C -1.5235 -0.0170 -1.8579 1.1 -0.6 0.3
H -3.6121 -3.6459 -1.5468 0.1 0.1 -0.1
C 0.1356 -2.0066 2.5786 0.1 -0.4 0.5
H 1.4206 3.5257 1.1573 0.1 -0.2 0.0
C -4.3274 2.1262 -0.5161 0.0 0.5 0.2
C 2.7901 -0.0288 -4.7378 -1.0 0.4 0.3
N -0.9027 1.0084 -2.5560 -1.1 0.8 -2.4
C 3.7428 -0.4702 -3.8137 0.4 -0.3 0.7
H 0.4066 -1.9613 3.6465 0.0 -0.1 -0.1
C -3.2508 -2.6382 -1.7893 0.0 -0.7 0.0
C -3.9009 -0.2744 -1.2075 0.9 0.5 -0.5
H 2.9377 -0.1417 -5.8112 0.1 0.0 0.1
C 1.0103 1.4885 1.6801 0.1 -1.5 0.3
H -0.8645 -2.4539 2.5119 0.2 0.0 0.0
H -2.3699 -0.1020 3.6724 0.0 0.0 -0.2
H -5.2624 -3.1602 -0.0645 0.0 0.3 0.0
N 2.4068 0.3249 -1.9484 1.9 -0.3 -0.3
H 4.6545 -6.0150 1.3790 0.1 -0.1 -0.1
H 3.0791 -7.3904 0.1638 0.0 0.0 0.0
N -2.8573 0.1922 -2.0582 -2.7 -0.3 0.1
H -3.3299 -2.5086 -2.8782 0.2 0.1 0.3
H -2.1831 -2.5964 -1.5161 -0.4 0.1 -0.3
H 3.8824 -2.2753 -0.4782 -0.3 -0.3 -0.1
C 2.1136 -3.3866 -0.8051 -1.3 1.1 -0.2
C -0.3945 1.6121 1.8931 -0.4 -1.6 0.3
H 2.7753 -1.4877 1.8597 0.0 0.3 -0.1
H 3.3320 0.0052 2.6452 -0.1 -0.1 -0.2
H 4.2506 -0.5763 -1.7071 -0.1 0.0 -0.2
C -3.0421 1.1226 -3.0944 -0.6 0.1 0.0
H -4.8149 2.6218 0.3360 0.1 -0.1 -0.2
C -5.9100 -1.1753 0.5036 0.2 0.1 0.0
C 1.3782 0.1405 1.8064 -1.2 0.9 -0.5
H -2.1703 2.7625 2.2151 0.1 0.1 -0.1
H -1.5345 2.3133 -4.1715 0.1 0.1 0.1
H 4.8577 -5.7487 -0.3711 -0.1 0.0 0.2
H 3.3370 -3.8646 1.5284 0.1 -0.1 -0.3
N 1.5065 -4.5909 -0.9304 0.2 0.1 -0.3
H -7.6464 -0.8298 1.7063 0.0 -0.1 0.0
C 3.6067 -3.3344 -0.5649 -0.1 0.3 0.0
H -6.6592 -2.2033 2.2415 -0.1 0.0 0.0
C 1.5023 0.7666 -2.8404 -1.0 0.4 -0.1
C -4.6270 0.6612 -0.4556 -0.4 -0.4 0.3
H 2.8970 -5.8500 -1.8818 -0.1 -0.1 0.1
C -5.6381 0.1888 0.3916 0.1 0.0 -0.6
C 0.1607 -0.6473 1.9650 0.1 0.5 -0.2
H 0.9042 1.0619 -4.8960 0.1 -0.2 0.0
H 2.1841 -6.1810 1.0838 0.1 0.0 -0.2
H 2.6853 2.7576 2.1323 -0.1 0.0 -0.1
C -1.1760 2.8642 1.7632 -0.3 0.5 -0.1
C -1.8391 1.5995 -3.4290 0.9 -0.4 1.3
H -2.6368 -0.9869 2.1525 0.0 0.3 0.1
C 2.8702 -6.3148 0.2359 0.0 0.0 -0.3
H 0.5270 -4.5274 -1.2030 0.3 -0.1 0.2
H 0.5139 2.0774 -1.4231 0.0 -0.7 0.2
H -1.3211 3.1525 0.7070 0.1 0.0 0.2
C -7.0354 -1.6675 1.3618 -0.1 -0.1 0.2
H 1.4003 -6.6127 -1.3189 -0.1 0.0 0.0
H -3.2493 2.3532 -0.4485 -0.4 -0.2 -0.2
C 1.9498 2.5795 1.3314 0.4 0.4 -0.2
H -6.2314 0.9184 0.9480 0.1 -0.2 0.0
C 3.5024 -0.2679 -2.4423 -0.2 0.5 -0.7
C 4.1874 -5.5809 0.4857 -0.3 0.0 0.3
C 2.1719 -5.8841 -1.0541 0.2 0.3 0.3
```
Forces are in eV/Å.

## Properties
**Net charge**: -2
**HOMO (alpha / beta)**: 1.41 / 2.56 eV

Löwdin atomic charge list, values in e, 5 entries: number 1, H, carries 0.073; number 2, C, carries -0.030; number 3, Hg, carries 1.266; number 4, H, carries 0.070; number 5, H, carries 0.066

---

4.
Entry from OMol25: an isolated molecule of C5H8O (ωB97M-V/def2-TZVPD).

The geometry in XYZ format:
```
14
Properties=species:S:1:pos:R:3:forces:R:3
C 0.6390 0.0658 -1.8993 0.0 0.0 -0.1
O -1.2874 0.6051 -0.3620 -0.1 0.2 0.0
H 1.5970 -0.4602 -1.8555 -0.2 0.1 0.0
H -0.2778 -1.4081 2.2120 -0.1 0.0 0.0
H -0.0761 -0.5121 -2.4894 0.1 0.1 0.1
C -0.7899 -0.5719 0.2510 0.1 -0.2 0.1
H 0.5513 1.8201 0.8708 0.1 -0.1 -0.1
C 1.0444 0.9126 0.4723 -0.2 0.1 -0.3
H -1.1997 0.1382 2.2851 0.1 -0.2 -0.1
H 0.8008 1.0273 -2.3983 0.0 -0.1 0.0
H 0.5543 0.0386 1.8218 -0.1 0.0 0.2
H -1.2116 -1.5038 -0.1320 0.2 0.2 0.1
C 0.1146 0.2930 -0.5093 0.4 0.0 -0.1
C -0.4591 -0.4446 1.7327 -0.1 0.0 0.1
```
Forces are in eV/Å.

## Properties
**Energy above the lowest of the compared OMol25 structures with the same formula, charge and spin**: 123.61 kcal/mol
**HOMO**: -9.00 eV

Löwdin atomic charge list, values in e, 5 entries: number 1, C, carries -0.015; number 2, O, carries -0.007; number 3, H, carries 0.086; number 4, H, carries 0.096; number 5, H, carries 0.088

---

5.
Entry from OMol25: the ion C4H12N3 with charge +1 (ωB97M-V/def2-TZVPD).

The geometry in XYZ format:
```
19
Properties=species:S:1:pos:R:3:forces:R:3
H -0.1165 2.2844 2.6134 2.5 0.0 -2.1
H -1.8271 -0.3927 -0.7551 0.6 -1.5 1.0
H -0.1181 -3.0284 -1.5470 -0.7 2.3 -0.1
H -1.7807 -1.8136 0.5495 0.5 0.8 -1.8
H -0.8311 -1.3553 -2.3776 0.8 -1.1 -0.2
C -0.9239 -2.1857 -1.6545 -0.3 -0.8 1.4
H 1.5729 1.1709 -0.9851 0.5 1.3 0.3
C -1.2430 -1.2994 -0.3374 -1.3 -0.7 -1.6
C 0.0889 -0.8736 0.1615 1.0 1.1 0.4
H -0.8222 0.5837 1.3580 -0.6 0.1 0.9
H -1.7367 -2.8350 -1.9780 -0.5 0.5 0.1
H 0.3898 -1.7187 0.8141 0.5 1.1 0.2
H 0.8877 -0.7276 -0.5705 -0.3 -0.5 -0.4
N -0.0089 0.4720 0.8096 1.1 -0.6 -0.7
C 0.7897 1.5720 0.7751 -2.4 -2.0 1.2
H 1.3348 3.2129 1.7273 -2.5 -2.3 1.5
H 2.1191 2.7132 -0.2149 0.7 0.2 -0.4
N 1.5239 1.9194 -0.2721 -0.6 -2.1 0.0
N 0.7014 2.3012 1.8838 1.3 4.2 0.3
```
Forces are in eV/Å.

## Properties
**Energy above the lowest of the compared OMol25 structures with the same formula, charge and spin**: 44.45 kcal/mol
**Net charge**: +1
**HOMO**: -14.21 eV

Löwdin atomic charge list, values in e, 5 entries: number 1, H, carries 0.197; number 2, H, carries 0.132; number 3, H, carries 0.113; number 4, H, carries 0.138; number 5, H, carries 0.074

---

6.
Entry from OMol25: a structure of composition C40H34IrNO10 (ωB97M-V/def2-TZVPD).

The geometry in XYZ format:
```
86
Properties=species:S:1:pos:R:3:forces:R:3
H -2.0482 2.4031 2.4101 0.0 0.0 0.0
C -2.2379 -3.1238 0.8960 0.1 0.0 0.0
H 2.5615 -2.2535 -1.2727 0.0 -0.1 -0.1
C -0.9184 -1.2670 -0.2980 -0.3 0.6 0.4
H -4.6862 -1.6327 -4.1869 0.0 0.0 0.0
C -1.0429 2.4925 -4.3167 -0.1 -0.3 0.2
C -0.0470 0.6318 1.5869 0.0 0.3 -0.1
H 3.7533 0.9345 0.1675 0.0 0.0 -0.1
C 2.8412 -2.4504 -2.3100 -0.1 0.0 0.2
H -3.0105 0.5942 -0.9531 0.0 0.0 0.0
C -3.9268 -0.4159 -2.5923 -0.1 0.0 -0.1
C 1.7126 1.0269 4.0628 0.0 0.0 0.1
H -4.6243 0.3929 -2.7734 0.0 0.0 0.0
C -3.9599 -1.5472 -3.3878 0.0 0.0 0.0
H 3.3325 -1.2892 2.2451 0.0 0.0 0.0
C 3.0626 -0.7034 3.1140 -0.1 0.0 -0.1
O -2.2530 0.0795 1.2129 0.1 0.0 -0.1
H 1.7925 5.2736 1.3954 0.0 0.0 0.0
H 3.7543 5.2070 -0.1070 0.0 0.0 0.0
C 3.1391 -0.1145 -2.5991 -1.3 -1.2 1.2
H -3.7819 -0.7871 3.2211 0.0 0.0 0.0
C -1.0517 -2.4196 0.7131 0.0 0.0 -0.2
C -1.6631 2.3250 -6.8201 0.1 -0.2 0.3
Ir 1.4666 0.2480 -1.3768 -2.4 -0.9 -0.6
H -0.2641 1.7047 1.5835 -0.1 0.0 -0.1
N 0.0133 0.6902 -3.1549 1.7 0.2 0.6
C 2.2342 4.3230 1.1221 0.0 0.0 0.0
H 4.7698 3.0095 -0.6814 0.0 0.0 0.0
H 0.8467 -4.0144 3.0251 0.0 0.0 0.0
H 3.8050 -0.2712 6.3926 0.0 0.0 0.0
O -2.1327 3.4729 -6.7383 0.0 0.0 0.0
C -1.0145 0.1002 0.4847 0.2 -0.2 -0.3
C -0.3174 2.7390 -1.9032 -0.1 0.1 -0.3
H 0.8024 3.2330 2.2392 -0.1 -0.1 -0.1
H 1.9251 -2.6059 -2.8840 0.0 0.0 0.0
H 2.0296 1.4305 6.1424 0.0 0.0 0.0
O -1.0426 3.7068 -1.7097 0.0 -0.1 0.0
C -0.0201 -3.7759 2.4192 0.1 0.0 0.0
C 3.6832 -0.8967 4.3403 0.0 0.0 0.1
H -2.2371 1.8043 4.0776 0.0 0.0 0.0
O 0.2265 -1.4419 -1.0532 2.0 0.1 -0.8
C 1.5200 0.5221 1.5404 -0.1 0.6 0.4
C -0.6617 0.4215 -5.4226 -0.1 0.0 0.2
C 2.0759 0.2616 2.9570 0.1 -0.3 -0.1
C 3.3191 -0.1282 5.4343 0.0 -0.1 0.0
C 2.1497 1.9111 1.1846 0.1 -0.1 -0.1
C -2.1058 -2.4355 -2.1481 0.0 0.0 0.0
H -1.0636 0.8769 -0.2820 -0.1 0.0 0.1
O 3.7445 0.7971 -3.0838 -0.3 0.6 0.3
C -1.1286 1.7306 -5.4734 0.0 0.2 -0.4
C -0.4651 1.9382 -3.1843 -0.1 0.3 0.0
H -0.7401 -0.2014 -6.3022 0.0 0.0 0.0
O 3.5995 -1.3714 -2.8518 -0.2 0.0 0.1
C -2.0788 -1.3103 -1.3209 0.1 0.0 -0.1
C -1.2016 -4.4870 2.5876 -0.1 0.0 0.1
O -1.5347 1.5649 -7.8004 -0.1 0.0 0.0
C -2.0000 0.2366 2.6024 -0.4 0.2 0.4
C -2.4940 1.6278 3.0323 0.2 -0.1 -0.2
H 0.9729 -2.2016 1.3140 0.0 0.0 0.0
O 0.5846 2.2960 -1.1129 0.4 0.2 0.7
H -3.0467 -3.4520 -3.7810 0.0 0.0 0.0
C -0.1029 -0.0558 -4.2547 0.0 -0.4 0.0
C -3.0389 -2.5633 -3.1601 0.0 0.0 0.0
H -2.5173 -0.6566 4.4749 -0.1 0.0 0.0
C 1.6595 3.1487 1.5830 0.0 0.0 0.0
C 3.8921 3.0634 -0.0498 0.0 0.0 0.0
H 4.4583 -1.6474 4.4441 0.0 0.0 0.0
H -3.1136 -2.8601 0.3188 0.0 0.0 0.0
C -2.7109 -0.8340 3.4166 0.2 0.0 -0.2
C 2.3241 0.8298 5.2893 0.0 0.0 0.0
H -1.4078 3.5083 -4.2878 0.0 0.0 0.0
H 0.9442 1.7813 3.9728 0.0 0.0 0.0
H -2.3344 -1.8146 3.1377 0.0 0.0 0.0
C 0.0591 -2.7599 1.4797 0.0 0.0 -0.1
O -0.6179 0.0940 2.7780 0.1 -0.1 -0.1
C 3.3357 4.2872 0.2828 0.0 0.1 0.0
C 3.3054 1.8906 0.4027 0.0 0.0 0.2
H -1.3596 -3.2039 -1.9899 0.0 0.0 0.0
H -3.5751 1.6695 2.9045 0.0 0.1 0.0
H 3.4746 -3.3334 -2.3787 0.0 0.0 0.0
H -3.2386 -4.7032 1.9444 0.0 0.0 0.0
H 0.2613 -1.0736 -4.1735 0.1 0.0 0.0
O 1.9572 -0.4348 0.6655 0.5 0.7 -1.7
C -2.3092 -4.1581 1.8213 0.0 0.0 0.0
H -1.2641 -5.2855 3.3185 0.0 0.0 0.0
C -2.9985 -0.2984 -1.5623 0.0 -0.1 0.1
```
Forces are in eV/Å.

## Properties
**Net charge**: -2
**HOMO (alpha / beta)**: -3.04 / -3.05 eV

Löwdin atomic charge list, values in e, 5 entries: number 1, H, carries 0.084; number 2, C, carries -0.040; number 3, H, carries 0.059; number 4, C, carries -0.407; number 5, H, carries 0.092